1.
Formula: C2N2O6S
Source: the Open Molecules 2025 dataset
Level of theory: ωB97M-V/def2-TZVPD

Results
Highest occupied orbital energy (alpha / beta) ... -1.11 / -1.11 eV
Orbital gap (alpha / beta) ... 6.7 / 6.7 eV
Energy above the lowest of the compared OMol25 structures with the same formula, charge and spin ... 101.0 kJ/mol
Net charge ... -2
LUMO energy (alpha / beta) ... 0.2068 / 0.2068 Ha
Multiplicity ... 1
Largest force on an atom ... 3.86 eV Å⁻¹

Cartesian coordinates (Å):
1 S 0.08 1.66 -0.22
2 O -1.90 -0.31 0.51
3 O -3.45 0.38 -1.02
4 O 3.11 0.30 1.22
5 O 1.79 -0.37 -0.57
6 O 3.98 -0.79 -0.53
7 O -3.87 -0.65 0.94
8 N -0.43 0.15 -0.65
9 N 0.69 0.05 0.14
10 C 3.14 -0.27 0.16
11 C -3.15 -0.15 0.04



2.
Formula: C6H5N2O2S
Source: the Open Molecules 2025 dataset
Level of theory: ωB97M-V/def2-TZVPD

Results
Highest occupied orbital energy ... -13.10 eV
Orbital gap ... 9.0 eV
Energy above the lowest of the compared OMol25 structures with the same formula, charge and spin ... 0.0 kJ/mol
Net charge ... +1
LUMO energy ... -0.1516 Ha
Multiplicity ... 1
Largest force on an atom ... 3.02 eV Å⁻¹

Cartesian coordinates (Å):
1 S 2.57 0.75 -2.52
2 O -3.10 -1.24 3.62
3 O 0.19 -0.85 1.55
4 N -0.67 0.26 -0.34
5 N 1.60 -0.19 -0.39
6 C 2.72 0.19 -0.90
7 C 0.83 0.86 -2.34
8 C 0.47 0.25 -1.11
9 C -2.09 -0.42 1.48
10 C -0.77 -0.37 0.92
11 C -2.68 -0.92 2.60
12 H 3.63 -0.05 -0.40
13 H -1.59 0.63 -0.73
14 H -2.92 0.15 1.05
15 H 1.40 -0.37 0.75
16 H 0.41 1.31 -3.25



3.
Formula: C6H8N2O
Source: the Open Molecules 2025 dataset
Level of theory: ωB97M-V/def2-TZVPD

Results
Highest occupied orbital energy ... -9.35 eV
Orbital gap ... 9.9 eV
Energy above the lowest of the compared OMol25 structures with the same formula, charge and spin ... 909.3 kJ/mol
LUMO energy ... 0.0200 Ha
Multiplicity ... 1
Largest force on an atom ... 6.15 eV Å⁻¹

Cartesian coordinates (Å):
1 O 1.20 -1.18 -2.10
2 N -1.00 0.48 1.12
3 N -1.23 -0.25 -0.11
4 C 0.94 -0.75 0.47
5 C -1.99 0.21 -1.15
6 C -0.44 0.45 -1.14
7 C 1.20 1.19 2.35
8 C 0.75 -0.66 -1.17
9 C 0.23 0.42 1.28
10 H 1.87 1.78 1.83
11 H -0.10 1.44 -1.02
12 H -2.81 0.95 -1.11
13 H -2.32 -0.82 -1.68
14 H 1.75 0.55 3.09
15 H 0.19 -1.78 1.02
16 H 2.41 -1.21 0.37
17 H 0.91 1.80 3.42



4.
Formula: C6H10N4O2
Source: the Open Molecules 2025 dataset
Level of theory: ωB97M-V/def2-TZVPD

Results
SMILES ... CC(C)(C)/N=[N+]([O-])/C(C#N)=[NH+]\[O-]
Highest occupied orbital energy (alpha / beta) ... -9.86 / -9.86 eV
Orbital gap (alpha / beta) ... 9.0 / 9.0 eV
Energy above the lowest of the compared OMol25 structures with the same formula, charge and spin ... 644.8 kJ/mol
LUMO energy (alpha / beta) ... -0.0322 / -0.0323 Ha
Multiplicity ... 1
Largest force on an atom ... 3.78 eV Å⁻¹

Cartesian coordinates (Å):
1 O 0.88 -4.22 -2.25
2 O -0.52 -2.59 0.21
3 N 3.57 -2.85 1.20
4 N 1.66 -4.00 -1.30
5 N 0.53 -2.06 -0.25
6 N 0.72 -0.88 -0.48
7 C -1.19 0.46 -1.19
8 C 2.68 -2.91 0.47
9 C 1.59 -3.04 -0.42
10 C -0.62 0.08 1.22
11 C -0.10 0.28 -0.23
12 C 0.86 1.43 -0.32
13 H -1.37 0.88 1.56
14 H -1.09 -0.86 1.35
15 H -1.84 1.26 -0.89
16 H -0.75 0.80 -2.16
17 H -1.93 -0.43 -1.28
18 H 0.27 2.27 -0.20
19 H 0.10 0.15 2.03
20 H 2.42 -4.58 -1.05
21 H 1.51 1.33 -1.14
22 H 1.53 1.52 0.49